1.
Molecular formula: C49H71F2NO23S
Method: DFT, the ωB97M-V functional and the def2-TZVPD basis

```
147
Properties=species:S:1:pos:R:3:forces:R:3
O -0.23437 1.30783 0.87897 -2.0 -1.2 -0.4
S -0.40097 0.02453 0.23367 4.4 1.3 -0.8
O 0.81762 -0.29183 -0.49799 -2.1 -0.7 0.3
F -1.58918 0.03530 -0.86568 0.8 -0.4 2.1
N -0.70543 -1.26740 1.27398 -1.3 0.9 0.1
C 0.36904 -1.44354 2.28217 1.6 -0.3 0.8
C 0.57850 -2.99176 2.59933 -0.7 1.7 -1.0
F 1.25693 -3.06373 3.82120 -0.5 -0.3 -1.1
C -2.06923 -1.24253 1.85866 -1.4 -0.9 -1.3
O -2.52899 0.04185 2.26105 0.4 -1.2 1.2
C -2.21571 0.33846 3.59654 1.3 2.0 2.7
C -2.52722 -0.48641 4.74384 0.3 0.4 0.1
C -2.13466 -0.11704 6.09838 0.9 1.8 -1.9
C -1.41530 1.13000 6.28297 -0.2 0.1 -1.1
C -1.10766 2.03337 5.16760 -1.4 -2.6 -0.5
C -1.51614 1.60990 3.83653 -0.3 -0.6 1.0
H 0.17500 -0.95093 3.26846 -0.3 -0.2 -0.9
H 1.32536 -0.99362 1.89702 -0.9 -0.6 0.3
H -0.45204 -3.43201 2.66728 1.1 -0.1 0.2
H 1.15535 -3.41906 1.74083 -0.3 -0.1 1.1
H -2.14213 -2.02743 2.65512 0.4 0.9 -0.5
H -2.76950 -1.58192 1.04277 0.6 0.5 0.8
H -3.06442 -1.45949 4.61447 0.5 1.0 0.0
H -2.34892 -0.76976 6.97534 0.1 0.6 -1.0
H -1.06691 1.45371 7.29036 -0.4 -0.4 -0.9
H -0.55513 2.99149 5.31761 -0.6 -1.1 0.0
H -1.29740 2.27464 2.96810 -0.2 -0.8 0.8
O 0.58557 3.07325 8.06437 -0.3 -0.1 0.2
C 0.83241 2.70474 9.18065 0.2 0.4 -0.3
C 2.16168 2.17900 9.66829 -0.1 -0.4 0.3
C 1.78215 1.51890 10.98246 0.3 -0.3 0.1
C 0.58718 2.33848 11.42094 0.0 0.0 0.6
O -0.05813 2.74722 10.20056 0.1 -0.1 -0.4
H 2.84306 3.01907 9.81571 0.0 0.0 -0.1
H 2.58138 1.46384 8.96337 0.1 0.3 -0.2
H 2.58716 1.50508 11.71734 -0.1 0.1 0.0
H 1.47673 0.48485 10.79846 0.0 0.0 0.0
H 0.88008 3.23193 11.97764 -0.1 -0.3 -0.3
H -0.10901 1.75670 12.02600 -0.2 0.1 -0.2
O 2.08634 4.52219 13.04098 -0.3 -0.1 0.2
C 1.42940 4.72548 14.02492 0.4 0.4 -0.3
C 1.90056 5.41900 15.28021 -0.2 -0.3 0.5
C 0.82118 5.03861 16.27935 0.1 0.1 0.4
C -0.39413 4.86640 15.39134 -0.3 0.0 0.3
O 0.11942 4.38839 14.13836 0.3 -0.1 -0.1
H 1.93000 6.49557 15.10116 0.1 0.0 -0.1
H 2.87947 5.05430 15.58449 0.1 0.2 -0.3
H 0.67519 5.77328 17.07094 -0.1 0.0 -0.1
H 1.07568 4.08483 16.74870 0.0 0.1 0.0
H -0.91808 5.80933 15.21539 0.0 0.0 0.0
H -1.09954 4.14214 15.79718 0.0 0.0 -0.3
O -3.68694 4.16359 -5.29248 -0.4 -0.1 0.3
C -3.40182 3.80407 -4.18539 0.2 0.3 -0.6
C -2.05587 3.28970 -3.73695 0.0 -0.4 0.3
C -2.39021 2.63560 -2.40933 0.3 -0.3 0.2
C -3.57700 3.44902 -1.93578 0.0 -0.1 0.4
O -4.26351 3.84679 -3.13388 0.0 -0.1 -0.3
H -1.37446 4.13497 -3.61578 0.0 0.0 -0.1
H -1.65460 2.57208 -4.45027 0.0 0.2 -0.2
H -1.56158 2.63079 -1.70083 -0.1 0.1 0.0
H -2.69469 1.60046 -2.57838 0.0 0.1 0.0
H -3.27618 4.34858 -1.39202 0.0 0.0 0.0
H -4.24795 2.86459 -1.30607 -0.1 0.2 -0.1
O 4.40944 -4.12998 -3.74459 -0.2 -0.1 0.4
C 4.28083 -3.11825 -3.10988 0.0 -0.1 -0.5
C 4.67518 -1.73231 -3.56010 0.2 0.0 0.5
C 4.65891 -0.95582 -2.25563 0.1 0.3 0.0
C 3.61374 -1.69925 -1.45122 -0.1 0.3 0.2
O 3.70915 -3.06896 -1.88008 0.2 -0.3 -0.2
H 3.92896 -1.36240 -4.26396 0.1 -0.1 -0.1
H 5.66288 -1.73501 -4.01504 -0.2 -0.1 -0.3
H 4.43544 0.10267 -2.37684 0.0 -0.1 0.1
H 5.63352 -1.03931 -1.76688 -0.1 0.0 0.0
H 2.60289 -1.34056 -1.65355 0.0 -0.1 0.0
H 3.80151 -1.63789 -0.37910 -0.1 -0.2 0.0
O -9.89551 0.59505 -3.95633 0.2 -0.2 0.4
C -8.73258 0.89881 -3.96356 -0.4 0.4 -0.1
C -8.00625 1.60273 -5.08604 0.4 -0.2 0.0
C -6.55341 1.36180 -4.72435 0.4 0.1 -0.5
C -6.60670 1.25864 -3.21766 0.5 0.1 0.1
O -7.89122 0.68309 -2.92179 -0.4 -0.1 -0.2
H -8.26288 2.66421 -5.06465 -0.1 -0.1 0.0
H -8.25909 1.16631 -6.05100 -0.2 0.1 0.1
H -5.87704 2.14021 -5.07823 0.0 0.0 0.1
H -6.22411 0.41198 -5.14977 0.0 0.1 0.1
H -6.54271 2.23624 -2.73216 -0.1 0.0 0.0
H -5.81817 0.61642 -2.82419 -0.2 -0.1 0.1
O 5.03188 0.83331 -4.72992 0.0 0.6 0.0
C 4.08334 1.54383 -4.91397 0.2 -0.5 0.1
C 2.82735 1.17256 -5.66692 -0.1 0.4 -0.3
C 2.19018 2.52909 -5.91400 -0.3 0.0 -0.3
C 2.68130 3.33624 -4.72960 -0.3 0.3 0.0
O 3.97970 2.80495 -4.42299 0.1 -0.3 -0.1
H 2.20505 0.53955 -5.02986 0.1 -0.1 0.0
H 3.06607 0.66252 -6.59815 0.1 -0.2 0.2
H 1.10343 2.49763 -5.99279 0.0 0.1 0.1
H 2.58213 2.95488 -6.84116 0.0 0.0 0.1
H 2.04082 3.21820 -3.85128 0.0 0.0 0.0
H 2.76665 4.39694 -4.96321 0.2 -0.1 0.2
O 10.12470 0.53035 1.22493 -0.4 -0.2 0.1
C 9.63084 -0.26287 0.47324 0.6 0.2 0.2
C 10.12761 -0.60623 -0.91144 -0.5 0.0 -0.3
C 8.93276 -1.32811 -1.51005 0.2 0.1 -0.6
C 8.27917 -1.93993 -0.29148 -0.1 -0.3 -0.2
O 8.54553 -1.02041 0.78202 0.1 0.3 0.1
H 10.99748 -1.26068 -0.82445 0.0 0.1 0.0
H 10.37867 0.29282 -1.47087 0.3 0.0 0.2
H 9.19747 -2.06215 -2.26883 -0.1 0.2 0.3
H 8.25646 -0.59895 -1.96755 0.0 0.0 0.1
H 8.70883 -2.91109 -0.03366 0.0 0.0 0.0
H 7.20224 -2.05361 -0.41648 0.0 0.0 0.2
O -3.21675 -0.10552 -4.46875 -0.4 0.0 -0.1
C -3.56779 -1.17949 -4.87899 0.2 0.2 0.4
C -2.68914 -2.39518 -5.05086 -0.1 -0.2 -0.5
C -3.54235 -3.28149 -5.94136 0.2 -0.3 -0.1
C -4.94796 -2.86483 -5.55993 -0.3 -0.4 -0.3
O -4.84795 -1.47333 -5.21610 0.4 0.2 0.1
H -2.51349 -2.84767 -4.07266 0.1 0.1 0.0
H -1.74620 -2.13222 -5.52618 0.1 0.1 0.3
H -3.35829 -4.34741 -5.80800 -0.1 0.0 0.0
H -3.35485 -3.03654 -6.98985 -0.1 0.0 0.1
H -5.32326 -3.41199 -4.69083 0.0 0.1 0.0
H -5.64976 -2.98756 -6.38416 -0.1 0.3 0.1
O -7.85848 -1.73363 -7.36412 -0.1 -0.4 -0.2
C -9.02798 -1.99614 -7.28356 0.3 0.5 0.0
C -10.02752 -1.32748 -6.37188 -0.2 -0.5 0.1
C -11.19230 -2.30095 -6.40720 -0.3 0.1 0.3
C -11.05475 -2.91979 -7.78336 -0.4 -0.1 0.0
O -9.64421 -2.93128 -8.05247 0.3 0.1 0.1
H -10.29621 -0.35534 -6.78957 0.1 0.0 0.1
H -9.62778 -1.21541 -5.36903 0.1 0.3 -0.2
H -12.16197 -1.83254 -6.24028 0.0 0.0 -0.1
H -11.05299 -3.06748 -5.64045 0.0 0.0 -0.1
H -11.55193 -2.32867 -8.55711 0.1 0.0 0.0
H -11.44085 -3.93831 -7.81588 0.2 0.0 -0.2
O 8.93291 -4.01383 -2.67060 -0.3 -0.2 -0.4
C 8.41301 -4.56650 -3.60310 0.1 -0.2 0.4
C 8.79819 -5.91347 -4.16739 0.0 0.0 -0.5
C 8.10067 -5.90456 -5.51703 0.2 -0.2 -0.2
C 6.90414 -5.01365 -5.25339 -0.3 -0.3 -0.3
O 7.35090 -4.06368 -4.27239 0.4 0.1 0.2
H 8.41046 -6.69641 -3.51266 0.1 0.1 0.1
H 9.87806 -6.00032 -4.27077 0.0 0.0 0.3
H 7.82831 -6.89587 -5.87905 -0.1 0.1 0.0
H 8.75162 -5.44140 -6.26360 0.0 0.0 0.0
H 6.05702 -5.56469 -4.84209 0.0 0.1 0.0
H 6.57959 -4.48799 -6.15050 -0.1 0.2 0.2
```
Forces are in eV/Å.

Results
**HOMO energy**: -8.806 eV
**SMILES**: O=S(=O)(F)N(CCF)COc1ccccc1.O=C1CCCO1.O=C1CCCO1.O=C1CCCO1.O=C1CCCO1.O=C1CCCO1.O=C1CCCO1.O=C1CCCO1.O=C1CCCO1.O=C1CCCO1.O=C1CCCO1
**DFT total energy**: -116817.4193 eV
**Gap between HOMO and LUMO**: 8.976 eV



2.
Molecular formula: C3H7NO
Method: DFT, the ωB97M-V functional and the def2-TZVPD basis

```
12
Properties=species:S:1:pos:R:3:forces:R:3
C -1.53207 0.98588 0.85083 0.0 0.0 0.0
C 0.04533 -1.61301 -0.16968 0.2 0.0 -0.5
N 0.90849 -0.89618 -0.88213 -0.1 -0.2 0.2
C 1.85853 -0.02062 -0.26959 0.1 0.1 0.5
O 1.91415 0.20809 0.90077 0.0 -0.1 -0.6
H -2.61084 0.81282 0.82406 0.1 0.1 0.0
H -1.22566 1.50991 -0.06027 -0.1 -0.1 0.1
H -1.27565 1.59365 1.72105 -0.1 0.0 -0.1
H -0.57792 -2.14254 -0.91693 0.1 0.0 0.1
H -1.00662 0.02860 0.92326 -0.1 0.2 0.1
H 0.96689 -0.89724 -1.90211 -0.1 0.0 0.1
H 2.53538 0.43063 -1.01926 -0.1 0.0 0.1
```
Forces are in eV/Å.

Results
**HOMO energy**: -9.015 eV
**Energy above the lowest of the compared OMol25 structures with the same formula, charge and spin**: 3.547 eV
**DFT total energy**: -6759.2035 eV
**Gap between HOMO and LUMO**: 8.965 eV



3.
Molecular formula: C3H8N2O
Method: DFT, the ωB97M-V functional and the def2-TZVPD basis

```
14
Properties=species:S:1:pos:R:3:forces:R:3
C -2.24611 0.08981 0.02062 -0.2 0.1 -0.1
N -1.03833 0.07081 0.82594 -0.1 0.3 0.2
C 0.11586 0.61399 0.12790 0.0 0.0 0.0
O 0.24011 1.73282 -0.32975 -0.1 -0.5 0.2
N 0.98298 -0.41831 0.08653 -0.1 0.1 0.0
C 2.30660 -0.42321 -0.48839 0.1 0.1 -0.1
H -2.54069 1.10220 -0.27624 -0.1 -0.1 0.0
H -3.04798 -0.39096 0.58770 0.0 0.2 -0.1
H -2.07056 -0.50808 -0.88321 -0.1 0.2 0.2
H -1.15636 0.53517 1.71772 -0.1 0.2 -0.1
H 0.49383 -1.17744 0.54601 1.0 -0.4 -0.2
H 3.07552 -0.61590 0.26959 -0.2 0.0 -0.1
H 2.40156 -1.17514 -1.28049 -0.1 0.1 0.1
H 2.48357 0.56422 -0.92393 0.0 -0.2 0.1
```
Forces are in eV/Å.

Results
**HOMO energy**: -9.330 eV
**Energy above the lowest of the compared OMol25 structures with the same formula, charge and spin**: 0.865 eV
**SMILES**: CNC(=O)NC
**DFT total energy**: -8268.4612 eV
**Gap between HOMO and LUMO**: 10.281 eV